Formula: C12H31B3ClN7O16
Source: OMol25
Level of theory: the ωB97M-V functional and the def2-TZVPD basis

For the LUMO energy, the calculation gives -0.400 eV. For the strongest force on any atom, the calculation gives 0.1632 hartree/bohr. The calculation puts the molar mass at 597.3 g/mol. The highest occupied orbital energy comes out at -0.36988 Ha. The value obtained for the orbital gap is 9.66 eV.

ORCA input file:
```
! wB97M-V def2-TZVPD RIJCOSX def2/J DEFGRID3
* xyz 0 1
C 1.55 -2.08 2.33
C 0.99 -1.30 0.99
Cl 1.29 -2.25 -0.60
C 1.54 0.26 0.87
B 0.39 1.28 1.45
O 0.84 2.38 2.37
B 0.42 1.86 3.72
O -1.01 1.47 3.83
B -1.70 1.51 2.52
C -3.32 1.87 2.55
C -4.23 0.49 2.76
C -4.63 -0.24 1.34
N -5.47 -1.52 1.46
O -4.24 0.20 0.11
O -1.06 1.20 1.20
H 0.67 -2.10 3.13
H 1.80 -3.19 2.03
H 2.48 -1.55 2.83
H -0.20 -1.28 1.11
H 2.45 0.32 1.64
H 1.96 0.53 -0.19
H 1.23 1.75 4.56
H -3.67 2.51 1.62
H -3.53 2.53 3.53
H -5.23 0.72 3.35
H -3.62 -0.32 3.40
H -4.98 -2.16 2.15
H -5.47 -2.02 0.53
C -1.29 4.46 0.60
N -2.39 5.46 0.58
O -2.53 6.16 1.60
O -3.07 5.53 -0.45
H -0.78 4.51 1.56
H -1.74 3.48 0.46
H -0.61 4.70 -0.22
C 4.04 3.92 -0.57
N 3.79 2.46 -0.39
O 3.34 1.84 -1.36
O 4.05 1.99 0.72
H 3.77 4.20 -1.59
H 3.42 4.45 0.15
H 5.10 4.10 -0.39
C 3.16 -1.66 -3.21
N 3.55 -1.79 -4.64
O 3.65 -0.75 -5.30
O 3.74 -2.94 -5.06
H 3.02 -0.60 -2.98
H 2.22 -2.21 -3.07
H 3.96 -2.09 -2.61
C 7.03 0.71 -6.02
N 7.48 1.13 -4.67
O 8.69 1.03 -4.42
O 6.61 1.54 -3.89
H 7.90 0.37 -6.59
H 6.31 -0.10 -5.89
H 6.57 1.58 -6.50
C -0.76 -6.32 3.25
N -0.33 -4.92 2.96
O -1.11 -4.22 2.29
O 0.77 -4.57 3.40
H -1.74 -6.49 2.81
H -0.02 -6.99 2.82
H -0.81 -6.42 4.34
C -7.06 -1.13 -2.12
N -7.31 -2.59 -1.94
O -7.76 -3.21 -2.91
O -7.05 -3.06 -0.83
H -7.33 -0.85 -3.14
H -7.68 -0.60 -1.40
H -6.00 -0.96 -1.94
*
```

And the Löwdin charges, in e, turn out to be: number 1, C, carries -0.128; number 2, C, carries -0.614; number 3, Cl, carries 0.538; number 4, C, carries -0.082; number 5, B, carries -0.402; number 6, O, carries 0.082; number 7, B, carries -0.152; number 8, O, carries 0.133; number 9, B, carries -0.392; number 10, C, carries -0.074; number 11, C, carries -0.112; number 12, C, carries -0.288; number 13, N, carries 0.068; number 14, O, carries -0.075; number 15, O, carries 0.157; number 16, H, carries 0.091; number 17, H, carries 0.067; number 18, H, carries 0.090; number 19, H, carries 0.111; number 20, H, carries 0.119; number 21, H, carries 0.093; number 22, H, carries 0.105; number 23, H, carries 0.122; number 24, H, carries 0.129; number 25, H, carries 0.133; number 26, H, carries 0.136; number 27, H, carries 0.092; number 28, H, carries 0.064; number 29, C, carries 0.047; number 30, N, carries -0.421; number 31, O, carries 0.052; number 32, O, carries 0.054; number 33, H, carries 0.099; number 34, H, carries 0.087; number 35, H, carries 0.110; number 36, C, carries 0.049; number 37, N, carries -0.401; number 38, O, carries 0.040; number 39, O, carries 0.057; number 40, H, carries 0.098; number 41, H, carries 0.102; number 42, H, carries 0.105; number 43, C, carries -0.007; number 44, N, carries -0.422; number 45, O, carries 0.039; number 46, O, carries 0.048; number 47, H, carries 0.086; number 48, H, carries 0.048; number 49, H, carries 0.104; number 50, C, carries 0.040; number 51, N, carries -0.427; number 52, O, carries 0.051; number 53, O, carries 0.040; number 54, H, carries 0.096; number 55, H, carries 0.088; number 56, H, carries 0.104; number 57, C, carries 0.043; number 58, N, carries -0.405; number 59, O, carries 0.055; number 60, O, carries 0.021; number 61, H, carries 0.097; number 62, H, carries 0.104; number 63, H, carries 0.103; number 64, C, carries 0.041; number 65, N, carries -0.418; number 66, O, carries 0.060; number 67, O, carries 0.030; number 68, H, carries 0.097; number 69, H, carries 0.106; number 70, H, carries 0.092

***

Formula: C12H31BrN7O4
Source: OMol25
Level of theory: the ωB97M-V functional and the def2-TZVPD basis

For the LUMO energy, the calculation gives 2.668 eV. For the strongest force on any atom, the calculation gives 0.0454 hartree/bohr. The calculation puts the molar mass at 417.3 g/mol. The highest occupied orbital energy comes out at -0.20460 Ha. The value obtained for the orbital gap is 8.24 eV.

ORCA input file:
```
! wB97M-V def2-TZVPD RIJCOSX def2/J DEFGRID3
* xyz -1 1
Br -0.79 -2.62 0.50
C 1.10 2.96 -0.41
C 1.59 1.64 -1.06
C 2.89 1.85 -1.81
C 4.12 2.05 -0.92
C 4.19 0.95 0.14
C 2.87 0.75 0.94
N 1.77 0.63 -0.02
O 0.53 0.41 0.60
C 3.04 -0.67 1.52
C 2.70 1.70 2.14
C 0.56 1.20 -2.09
H 1.79 3.48 0.26
H 0.22 2.73 0.19
H 0.80 3.74 -1.12
H 3.10 0.97 -2.43
H 2.79 2.67 -2.54
H 4.04 3.01 -0.41
H 5.06 2.02 -1.48
H 4.92 1.28 0.89
H 4.45 0.01 -0.34
H 3.66 -0.73 2.42
H 2.08 -0.94 1.99
H 3.26 -1.42 0.78
H 2.85 2.73 1.84
H 1.67 1.64 2.51
H 3.41 1.48 2.93
H 0.63 1.79 -3.01
H -0.47 1.16 -1.74
H 0.71 0.14 -2.33
H 0.43 -0.57 0.69
C -5.18 -2.34 1.13
O -6.30 -2.11 1.58
N -4.20 -3.03 1.79
N -4.74 -1.83 -0.07
H -3.26 -2.68 1.83
H -4.55 -3.33 2.69
H -3.84 -2.15 -0.39
H -5.36 -1.27 -0.63
C -1.14 -2.79 -3.72
O -0.89 -3.97 -3.43
N -1.04 -2.40 -5.03
N -1.51 -1.82 -2.84
H -0.93 -3.17 -5.67
H -1.48 -1.57 -5.38
H -2.02 -1.09 -3.30
H -1.54 -1.91 -1.83
C -2.95 0.68 3.16
O -3.43 1.81 3.27
N -1.97 0.38 2.27
N -3.37 -0.38 3.92
H -1.51 1.18 1.86
H -1.72 -0.53 1.91
H -2.96 -1.26 3.62
H -4.07 -0.45 4.63
*
```

And the Löwdin charges, in e, turn out to be: number 1, Br, carries -0.165; number 2, C, carries -0.025; number 3, C, carries -0.516; number 4, C, carries -0.150; number 5, C, carries -0.183; number 6, C, carries -0.132; number 7, C, carries -0.501; number 8, N, carries -0.094; number 9, O, carries -0.109; number 10, C, carries -0.049; number 11, C, carries -0.030; number 12, C, carries -0.047; number 13, H, carries 0.057; number 14, H, carries 0.076; number 15, H, carries 0.081; number 16, H, carries 0.122; number 17, H, carries 0.115; number 18, H, carries 0.101; number 19, H, carries 0.104; number 20, H, carries 0.117; number 21, H, carries 0.110; number 22, H, carries 0.080; number 23, H, carries 0.076; number 24, H, carries 0.086; number 25, H, carries 0.060; number 26, H, carries 0.084; number 27, H, carries 0.076; number 28, H, carries 0.080; number 29, H, carries 0.080; number 30, H, carries 0.084; number 31, H, carries -0.065; number 32, C, carries -0.679; number 33, O, carries -0.006; number 34, N, carries 0.128; number 35, N, carries 0.154; number 36, H, carries -0.020; number 37, H, carries 0.094; number 38, H, carries 0.057; number 39, H, carries 0.092; number 40, C, carries -0.680; number 41, O, carries -0.002; number 42, N, carries 0.124; number 43, N, carries 0.147; number 44, H, carries 0.093; number 45, H, carries 0.079; number 46, H, carries 0.083; number 47, H, carries -0.039; number 48, C, carries -0.681; number 49, O, carries -0.013; number 50, N, carries 0.158; number 51, N, carries 0.149; number 52, H, carries 0.085; number 53, H, carries -0.013; number 54, H, carries 0.069; number 55, H, carries 0.094

***

Formula: C12H31FeO5
Source: OMol25
Level of theory: the ωB97M-V functional and the def2-TZVPD basis

The energy above the lowest of the compared OMol25 structures with the same formula, charge and spin is 0.0 kcal per mole. For the LUMO energy (alpha / beta), the calculation gives 3.249 / 3.246 eV. For the strongest force on any atom, the calculation gives 0.0348 hartree/bohr. The calculation puts the molar mass at 311.2 g/mol. The highest occupied orbital energy (alpha / beta) comes out at -0.14781 / -0.12003 Ha. The value obtained for the orbital gap (alpha / beta) is 7.27 / 6.51 eV.

ORCA input file:
```
! wB97M-V def2-TZVPD RIJCOSX def2/J DEFGRID3
* xyz -1 5
Fe 0.21 0.37 0.17
C 1.92 3.05 -2.08
C 0.41 2.81 -1.90
O 0.04 2.25 -0.71
H 2.30 3.76 -1.33
H 2.11 3.54 -3.04
H 2.46 2.11 -1.98
H 0.09 2.21 -2.78
H -0.07 3.79 -2.06
C 2.05 0.83 3.81
C 1.94 -0.30 2.79
O 1.67 0.11 1.51
H 1.08 1.32 3.92
H 2.74 1.58 3.43
H 2.47 0.42 4.73
H 1.20 -1.02 3.18
H 2.86 -0.92 2.76
C -2.44 -2.75 -1.62
C -2.25 -1.30 -1.24
O -1.17 -1.10 -0.40
H -2.79 -3.35 -0.78
H -1.51 -3.16 -2.01
H -3.21 -2.78 -2.40
H -3.18 -0.88 -0.80
H -2.10 -0.66 -2.13
C -3.63 1.18 2.03
C -2.24 1.15 2.69
C -1.97 -0.19 3.36
O -1.25 1.36 1.70
H -3.73 0.36 1.34
H -3.68 2.15 1.53
H -4.38 1.14 2.82
H -2.14 1.93 3.46
H -0.97 -0.18 3.80
H -2.01 -0.98 2.62
H -2.65 -0.40 4.19
H -1.12 2.31 1.56
C 2.39 -1.03 -3.59
C 1.43 -1.41 -2.47
C 1.67 -2.79 -1.92
O 1.54 -0.44 -1.40
H 2.32 0.02 -3.89
H 2.18 -1.63 -4.47
H 3.43 -1.10 -3.24
H 0.40 -1.37 -2.82
H 2.50 -2.88 -1.21
H 1.76 -3.53 -2.72
H 0.85 -3.10 -1.26
H 2.47 -0.53 -1.13
*
```

And the Löwdin charges, in e, turn out to be: number 1, Fe, carries 0.823; number 2, C, carries -0.122; number 3, C, carries -0.501; number 4, O, carries -0.342; number 5, H, carries 0.059; number 6, H, carries 0.053; number 7, H, carries 0.044; number 8, H, carries 0.086; number 9, H, carries 0.083; number 10, C, carries -0.113; number 11, C, carries -0.482; number 12, O, carries -0.350; number 13, H, carries 0.051; number 14, H, carries 0.064; number 15, H, carries 0.057; number 16, H, carries 0.084; number 17, H, carries 0.087; number 18, C, carries -0.118; number 19, C, carries -0.476; number 20, O, carries -0.362; number 21, H, carries 0.061; number 22, H, carries 0.048; number 23, H, carries 0.058; number 24, H, carries 0.080; number 25, H, carries 0.091; number 26, C, carries -0.044; number 27, C, carries -0.472; number 28, C, carries -0.048; number 29, O, carries -0.095; number 30, H, carries 0.071; number 31, H, carries 0.077; number 32, H, carries 0.072; number 33, H, carries 0.133; number 34, H, carries 0.062; number 35, H, carries 0.086; number 36, H, carries 0.074; number 37, H, carries 0.097; number 38, C, carries -0.055; number 39, C, carries -0.455; number 40, C, carries -0.058; number 41, O, carries -0.108; number 42, H, carries 0.075; number 43, H, carries 0.076; number 44, H, carries 0.081; number 45, H, carries 0.134; number 46, H, carries 0.085; number 47, H, carries 0.077; number 48, H, carries 0.072; number 49, H, carries 0.101

***

Formula: C12H31N3O12P2STl
Source: OMol25
Level of theory: the ωB97M-V functional and the def2-TZVPD basis

The energy above the lowest of the compared OMol25 structures with the same formula, charge and spin is 51.7 kcal per mole. For the LUMO energy (alpha / beta), the calculation gives 1.891 / -0.416 eV. For the strongest force on any atom, the calculation gives 0.0170 hartree/bohr. The calculation puts the molar mass at 707.8 g/mol. The highest occupied orbital energy (alpha / beta) comes out at -0.20745 / -0.20725 Ha. The value obtained for the orbital gap (alpha / beta) is 7.54 / 5.22 eV.

ORCA input file:
```
! wB97M-V def2-TZVPD RIJCOSX def2/J DEFGRID3
* xyz -1 1
Tl 0.59 -0.73 -1.46
O 1.25 -2.47 1.40
C 0.35 -2.72 2.45
C -0.95 -3.24 1.90
N -1.73 -2.27 1.12
C -2.59 -2.83 0.19
C -1.73 -3.52 -1.08
O -1.49 -4.70 -0.91
O -1.50 -2.67 -1.94
C -2.13 -1.01 1.73
C -1.85 0.31 0.93
O -2.78 1.09 0.89
O -0.67 0.47 0.48
H 1.74 -1.66 1.64
H 0.20 -1.81 3.04
H 0.74 -3.49 3.12
H -1.57 -3.59 2.74
H -0.75 -4.09 1.25
H -3.25 -2.08 -0.22
H -3.14 -3.68 0.60
H -1.61 -0.91 2.68
H -3.20 -1.03 1.90
C 1.33 4.84 -2.26
C 2.20 3.60 -2.20
O 3.59 3.93 -2.37
P 2.15 2.80 -0.55
O 0.77 2.99 0.15
O 3.05 3.81 0.33
O 2.72 1.42 -0.56
P 1.59 2.29 -3.37
O 2.91 1.32 -3.38
O 1.37 2.81 -4.73
O 0.49 1.64 -2.56
H 1.67 5.59 -1.54
H 0.30 4.58 -2.04
H 1.38 5.25 -3.27
H 3.92 3.43 -3.13
H 0.19 2.18 0.15
H 3.81 4.08 -0.21
H 3.07 1.04 -2.46
N 0.73 2.58 7.17
C 1.71 0.71 4.83
C 1.34 1.40 3.55
N 1.71 0.54 2.40
H 1.10 1.94 6.46
H -0.27 2.63 7.01
H 1.09 3.50 6.95
H 1.13 -0.16 5.12
H 2.77 0.66 5.09
H 1.84 2.36 3.48
H 0.27 1.58 3.51
H 0.95 0.50 1.73
H 2.51 0.90 1.90
C -1.80 0.06 -4.19
S -2.31 0.71 -2.58
C -3.84 -0.25 -2.39
H -2.65 0.06 -4.88
H -1.41 -0.95 -4.10
H -1.04 0.74 -4.57
H -3.64 -1.30 -2.56
H -4.60 0.11 -3.08
H -4.17 -0.08 -1.36
*
```

And the Löwdin charges, in e, turn out to be: number 1, Tl, carries 1.003; number 2, O, carries -0.098; number 3, C, carries -0.254; number 4, C, carries -0.123; number 5, N, carries -0.058; number 6, C, carries -0.043; number 7, C, carries -0.629; number 8, O, carries 0.057; number 9, O, carries -0.062; number 10, C, carries -0.043; number 11, C, carries -0.660; number 12, O, carries 0.028; number 13, O, carries -0.233; number 14, H, carries 0.066; number 15, H, carries 0.097; number 16, H, carries 0.122; number 17, H, carries 0.141; number 18, H, carries 0.124; number 19, H, carries 0.117; number 20, H, carries 0.145; number 21, H, carries 0.120; number 22, H, carries 0.129; number 23, C, carries -0.068; number 24, C, carries -0.585; number 25, O, carries -0.076; number 26, P, carries 0.467; number 27, O, carries -0.106; number 28, O, carries -0.125; number 29, O, carries -0.351; number 30, P, carries 0.278; number 31, O, carries -0.186; number 32, O, carries -0.298; number 33, O, carries -0.508; number 34, H, carries 0.080; number 35, H, carries 0.086; number 36, H, carries 0.082; number 37, H, carries 0.088; number 38, H, carries 0.069; number 39, H, carries 0.070; number 40, H, carries 0.020; number 41, N, carries 0.010; number 42, C, carries -0.002; number 43, C, carries -0.330; number 44, N, carries 0.022; number 45, H, carries -0.049; number 46, H, carries 0.002; number 47, H, carries 0.003; number 48, H, carries 0.044; number 49, H, carries 0.050; number 50, H, carries 0.103; number 51, H, carries 0.105; number 52, H, carries 0.021; number 53, H, carries 0.056; number 54, C, carries -0.400; number 55, S, carries 0.752; number 56, C, carries -0.417; number 57, H, carries 0.034; number 58, H, carries 0.023; number 59, H, carries 0.022; number 60, H, carries 0.021; number 61, H, carries 0.028; number 62, H, carries 0.019